ORCA calculation (ωB97M-V with the def2-TZVPD basis set) on C35H32N7O3Pt as an isolated structure.

The value obtained for the HOMO energy (spin up / spin down) is -9.1 / -11.2 eV. The calculation puts the largest force on an atom at 0.64 eV Å⁻¹. The calculation puts the gap between HOMO and LUMO (spin up / spin down) at 5.89 / 7.25 eV. Its spin multiplicity is 3. Its net charge is +1.

Atoms and positions in Å:
1 Pt -0.0325 -0.0536 0.5746
2 C 4.4281 0.9825 -0.5344
3 O 3.5002 2.0655 -0.7831
4 C 2.3087 1.6475 -0.3617
5 N 2.2359 0.4678 0.1330
6 C 3.5478 -0.1631 0.0468
7 C 3.5749 -1.4196 -0.8020
8 C 2.4794 -1.8540 -1.5346
9 C 2.5689 -2.9987 -2.3155
10 C 3.7540 -3.7137 -2.3699
11 C 4.8530 -3.2851 -1.6381
12 C 4.7626 -2.1445 -0.8581
13 C 1.1326 2.4898 -0.4887
14 C 1.1486 3.7965 -0.9046
15 C -0.0721 4.4759 -1.0789
16 C -1.2571 3.7787 -0.9166
17 C -1.2244 2.4462 -0.5201
18 N -0.0305 1.8297 -0.2183
19 C -2.3438 1.5522 -0.5051
20 N -2.2105 0.2888 -0.2581
21 C -3.5113 -0.3576 -0.4215
22 C -4.4649 0.8568 -0.5524
23 O -3.5919 1.9952 -0.7285
24 C -3.8989 -1.3350 0.6682
25 C -3.2053 -1.4262 1.8674
26 C -3.5594 -2.3725 2.8199
27 C -4.6167 -3.2352 2.5804
28 C -5.3274 -3.1362 1.3924
29 C -4.9724 -2.1923 0.4421
30 H 5.1833 1.3381 0.1644
31 H 4.9031 0.7072 -1.4731
32 H 3.8750 -0.4236 1.0567
33 H 1.5471 -1.3068 -1.4954
34 H 1.7090 -3.3321 -2.8813
35 H 3.8217 -4.6069 -2.9764
36 H 5.7795 -3.8430 -1.6696
37 H 5.6204 -1.8142 -0.2813
38 H 2.0940 4.2702 -1.1292
39 H -0.0797 5.5038 -1.4110
40 H -2.2135 4.2340 -1.1410
41 H -3.4930 -0.9131 -1.3644
42 H -5.0579 1.0113 0.3510
43 H -5.1295 0.7882 -1.4094
44 H -2.3552 -0.7861 2.0496
45 H -2.9956 -2.4399 3.7427
46 H -4.8798 -3.9916 3.3077
47 H -6.1500 -3.8116 1.1976
48 H -5.5234 -2.1365 -0.4904
49 C -3.0209 3.7624 2.5679
50 N -1.8219 3.0931 3.1278
51 C -0.5715 3.6935 2.5897
52 C -1.8856 1.6041 2.8845
53 C -0.6731 0.8988 3.4250
54 C -0.4818 0.9023 4.8098
55 C 0.6472 0.3384 5.3715
56 C 1.6015 -0.2311 4.5393
57 C 1.4002 -0.2637 3.1691
58 C 0.2568 0.2807 2.5925
59 H -3.0131 4.8194 2.8237
60 H -3.9199 3.3016 2.9711
61 H -3.0080 3.6496 1.4854
62 H -1.8135 3.2261 4.1396
63 H -0.5107 3.4874 1.5220
64 H 0.2869 3.2500 3.0856
65 H -0.5809 4.7680 2.7575
66 H -1.9572 1.4667 1.8108
67 H -2.7970 1.2340 3.3564
68 H -1.2439 1.3293 5.4579
69 H 0.7817 0.3340 6.4446
70 H 2.4912 -0.6785 4.9622
71 H 2.1444 -0.7411 2.5472
72 O -0.1818 -2.0688 0.7687
73 N 0.2619 -2.6446 1.8374
74 C 0.1116 -3.9221 1.9161
75 C -0.5142 -4.7169 0.9007
76 N -1.0192 -5.3011 0.0501
77 C 0.5928 -4.5235 3.1225
78 N 0.9657 -4.9788 4.1094

=====

ORCA calculation (ωB97M-V with the def2-TZVPD basis set) on C35H33CdCl3GeN2O2S2 as an isolated structure.

The value obtained for the HOMO energy (spin up / spin down) is -3.5 / -5.1 eV. The calculation puts the largest force on an atom at 0.39 eV Å⁻¹. The calculation puts the gap between HOMO and LUMO (spin up / spin down) at 5.98 / 7.45 eV. Its spin multiplicity is 2. Its net charge is -1.

Atoms and positions in Å:
1 Cd -0.8555 -0.1789 -1.7604
2 C -3.1272 -2.4534 -2.4602
3 N -2.6801 -1.8785 -1.1799
4 C -3.7484 -1.1187 -0.5009
5 C -3.5744 0.3956 -0.5394
6 N -2.2415 0.8117 -0.0567
7 C -1.9495 0.2416 1.2705
8 C -2.0943 2.2592 -0.0540
9 C -2.9297 2.9908 0.7873
10 C -2.8599 4.3691 0.8617
11 C -1.9310 5.0335 0.0703
12 C -1.0938 4.3145 -0.7591
13 C -1.1402 2.9154 -0.8448
14 S 0.0464 2.1592 -1.9143
15 C -2.1155 -2.9310 -0.3630
16 C -2.9726 -3.7931 0.3188
17 C -2.4906 -4.8218 1.1080
18 C -1.1149 -4.9983 1.2084
19 C -0.2601 -4.1605 0.5187
20 C -0.7277 -3.1138 -0.2908
21 S 0.4805 -2.1478 -1.1343
22 H -3.9494 -3.1623 -2.2952
23 H -2.2888 -2.9810 -2.9149
24 H -3.4382 -1.6665 -3.1364
25 H -3.7878 -1.4396 0.5394
26 H -4.7230 -1.3545 -0.9438
27 H -4.3607 0.8178 0.1037
28 H -3.7122 0.8156 -1.5344
29 H -2.8150 0.3309 1.9406
30 H -1.1079 0.7678 1.7106
31 H -1.6734 -0.8107 1.1861
32 H -3.6501 2.4615 1.3996
33 H -3.5204 4.9151 1.5230
34 H -1.8577 6.1137 0.0988
35 H -0.3669 4.8306 -1.3733
36 H -4.0427 -3.6459 0.2253
37 H -3.1750 -5.4750 1.6339
38 H -0.7067 -5.7903 1.8240
39 H 0.8115 -4.2989 0.5956
40 C 2.0328 3.0752 0.8896
41 Ge 1.6715 1.2046 0.4299
42 C 1.5114 0.2565 2.1405
43 C 1.0824 0.9249 3.2907
44 C 0.8444 0.2393 4.4767
45 C 1.0247 -1.1356 4.5331
46 C 1.4446 -1.8183 3.3968
47 C 1.6804 -1.1309 2.2149
48 C 3.2455 0.4972 -0.5164
49 C 3.1180 0.1416 -1.8332
50 C 4.2059 -0.3482 -2.5950
51 C 5.4341 -0.4759 -2.0248
52 C 5.6322 -0.1178 -0.6668
53 C 6.9091 -0.2427 -0.0604
54 C 7.1037 0.0987 1.2446
55 C 6.0202 0.5855 2.0108
56 C 4.7829 0.7161 1.4502
57 C 4.5411 0.3702 0.0914
58 H 2.7109 3.1493 1.7426
59 H 1.1088 3.6060 1.1217
60 H 2.4892 3.5531 0.0228
61 H 0.9287 1.9993 3.2640
62 H 0.5143 0.7789 5.3569
63 H 0.8346 -1.6738 5.4537
64 H 1.5798 -2.8931 3.4305
65 H 1.9816 -1.6793 1.3287
66 H 2.1563 0.2325 -2.3248
67 H 4.0495 -0.6244 -3.6302
68 H 6.2771 -0.8516 -2.5939
69 H 7.7304 -0.6189 -0.6602
70 H 8.0830 -0.0030 1.6959
71 H 6.1699 0.8513 3.0497
72 H 3.9586 1.0747 2.0510
73 Cl -5.3831 0.0100 -4.4407
74 C -3.9005 0.7678 -5.1223
75 Cl -3.2071 -0.3362 -6.3217
76 Cl -4.3583 2.2742 -5.9336
77 C -2.9552 1.0383 -3.8873
78 O -3.2100 2.0452 -3.2473
79 O -2.0992 0.1362 -3.6968

=====

no.,DFT total energy (eV)
1,-56623.96636
2,-164227.92244